The following is a DFT calculation (wB97M-V/def2-TZVPD) of an isolated molecule of C16H10O3 at a distorted geometry.

```
29
Properties=species:S:1:pos:R:3:nbo_charge:R:1
O 2.4584 -0.8004 -0.7542 -0.539
C 1.4197 -0.9752 -0.1827 0.792
O 0.8474 -2.2022 -0.0781 -0.515
C -0.4377 -2.3382 -0.5619 0.348
C -0.6097 -3.2682 -1.6139 -0.248
C -1.8602 -3.4389 -2.2002 -0.200
C -2.9384 -2.7207 -1.7267 -0.216
C -2.8136 -1.9138 -0.6333 -0.184
C -1.5567 -1.6643 -0.0569 -0.089
C -1.4643 -0.7697 1.1312 -0.485
C -0.4306 0.3273 1.0281 0.411
O -0.6372 1.5860 1.5459 -0.414
C 0.5227 2.2989 1.2578 0.263
C 0.8365 3.6321 1.5256 -0.239
C 2.0729 4.2060 1.0807 -0.214
C 2.9665 3.3536 0.3729 -0.216
C 2.6531 2.0075 0.1274 -0.180
C 1.4145 1.5259 0.5696 -0.089
C 0.8208 0.2142 0.4581 -0.264
H 0.2661 -3.7412 -2.0341 0.231
H -1.9902 -4.1112 -3.0421 0.221
H -3.9009 -2.7863 -2.2142 0.217
H -3.6652 -1.3423 -0.2975 0.213
H -2.4448 -0.2803 1.2426 0.240
H -1.3047 -1.3884 2.0287 0.248
H 0.0867 4.2288 2.0240 0.222
H 2.3510 5.2569 1.2350 0.225
H 3.9599 3.7327 0.1253 0.215
H 3.3781 1.3711 -0.3574 0.245
```

Results
**ΔE to the lowest compared entry with this formula, charge and spin**: 0.000 eV
**SMILES**: O=C1Oc2ccccc2Cc2oc3ccccc3c21
**Total energy**: -22896.43468 eV
**Strongest force on any atom**: 2.12 eV/A